(1)
ORCA calculation (wB97M-V/def2-TZVPD) on 35 unconnected molecules or ions with the total composition H70O35.

Geometry as XYZ:
```
105
Properties=species:S:1:pos:R:3:lowdin_charge:R:1
O -2.64 -2.43 -3.17 -0.051
H -2.01 -2.91 -2.63 -0.005
H -2.80 -1.62 -2.69 -0.037
O -1.77 0.12 4.58 -0.036
H -1.20 0.10 5.35 0.057
H -2.22 0.96 4.63 -0.012
O 4.43 -0.25 -0.17 -0.040
H 3.72 -0.67 0.31 0.003
H 4.42 -0.67 -1.03 0.024
O -3.60 -2.62 3.48 -0.035
H -3.37 -3.54 3.34 0.024
H -3.34 -2.18 2.67 -0.020
O 0.37 2.77 -1.50 -0.033
H 0.01 2.61 -2.38 0.003
H 1.29 2.52 -1.57 0.031
O -0.23 2.99 3.26 -0.037
H -0.15 3.45 2.42 -0.008
H 0.55 2.43 3.29 0.002
O -0.47 4.38 0.71 -0.039
H -0.10 3.85 0.00 0.006
H -0.48 5.27 0.37 0.065
O -0.52 -3.70 -1.38 -0.029
H -0.09 -3.44 -0.57 -0.004
H -0.23 -4.60 -1.53 0.061
O 3.96 -2.22 3.27 -0.066
H 4.58 -1.67 3.74 0.023
H 3.30 -1.61 2.94 -0.030
O 3.52 2.65 -2.00 -0.039
H 3.65 1.71 -1.90 0.001
H 4.35 3.04 -1.72 0.045
O 0.09 0.21 0.50 -0.048
H 0.22 -0.27 -0.32 0.010
H -0.34 1.02 0.23 0.014
O 2.45 -0.39 1.91 -0.038
H 2.27 0.52 2.13 0.041
H 1.71 -0.66 1.36 0.006
O 3.36 -2.65 -2.81 -0.038
H 3.71 -3.54 -2.76 0.077
H 2.82 -2.57 -2.02 0.018
O -2.22 1.76 0.01 -0.039
H -2.91 2.26 0.44 0.022
H -1.88 2.35 -0.67 0.036
O -3.16 -0.39 -1.61 -0.031
H -2.75 0.19 -0.96 0.018
H -4.07 -0.09 -1.66 0.076
O -4.73 2.66 0.22 -0.028
H -5.19 3.50 0.13 0.059
H -5.31 2.13 0.77 0.058
O 1.79 0.62 -4.66 -0.030
H 1.59 -0.11 -5.25 0.053
H 0.98 1.12 -4.60 0.003
O 4.04 0.00 -3.41 -0.059
H 3.99 -0.95 -3.54 -0.003
H 3.28 0.35 -3.87 -0.028
O -2.78 2.69 4.75 -0.039
H -3.44 3.08 4.17 0.044
H -1.97 2.73 4.25 -0.004
O -0.42 -3.61 3.26 -0.005
H -0.26 -3.42 4.19 0.083
H -1.34 -3.88 3.24 0.049
O 2.41 3.06 2.28 -0.041
H 2.12 3.63 1.57 0.054
H 3.31 2.83 2.05 0.013
O 4.88 1.85 1.53 -0.044
H 5.78 1.72 1.84 0.054
H 4.80 1.28 0.78 -0.008
O -4.25 -2.10 0.35 -0.046
H -4.38 -1.84 -0.56 0.024
H -3.57 -1.51 0.67 -0.004
O 0.33 -2.45 1.05 -0.057
H 0.30 -2.80 1.94 0.008
H -0.43 -1.88 0.99 0.025
O 1.60 -5.26 1.53 -0.027
H 1.19 -6.04 1.16 0.047
H 0.88 -4.64 1.64 -0.006
O -1.16 -0.68 -4.89 -0.035
H -1.45 -0.91 -4.01 0.010
H -0.42 -1.25 -5.06 0.011
O -2.81 5.88 1.28 -0.045
H -3.16 5.47 2.07 0.030
H -2.09 5.30 1.01 -0.029
O -3.41 -4.70 -0.49 -0.064
H -4.02 -4.11 -0.05 -0.005
H -2.66 -4.15 -0.72 -0.021
O -2.02 -0.95 1.94 -0.052
H -1.58 -0.28 1.41 0.011
H -2.10 -0.55 2.81 0.019
O -0.52 1.84 -3.95 -0.039
H -1.12 2.29 -4.54 0.083
H -0.77 0.92 -4.02 0.008
O 1.03 -2.48 -4.42 -0.038
H 1.90 -2.51 -4.01 0.001
H 0.91 -3.35 -4.79 0.073
O 0.84 -0.67 -2.05 -0.007
H 0.90 -1.38 -2.69 0.006
H 0.81 0.13 -2.57 0.018
O 2.97 -3.01 0.02 -0.030
H 2.07 -2.69 0.05 -0.004
H 2.96 -3.83 0.51 0.031
O 2.10 2.26 4.86 -0.053
H 2.62 2.65 5.56 0.038
H 2.24 2.83 4.11 -0.021
O -3.41 4.02 -3.05 -0.042
H -3.55 4.50 -3.87 0.035
H -2.50 4.18 -2.82 0.019
```

As for the orbital gap: 9.75 eV. For the relative energy (zero: lowest compared OMol25 entry of this formula, charge and spin), the calculation gives 2.655 eV. Its spin multiplicity is 1. The value obtained for the molar mass is 630.53 g/mol.

(2)
ORCA calculation (wB97M-V/def2-TZVPD) on 2 unconnected molecules or ions with the total composition H7N3P2.

Geometry as XYZ:
```
12
Properties=species:S:1:pos:R:3:lowdin_charge:R:1
N -1.20 0.75 0.45 -0.378
N -0.09 1.41 0.19 -0.259
N 1.04 0.86 -0.45 -0.383
P 1.69 -0.54 0.35 0.744
P -1.63 -0.75 0.12 0.619
H -0.24 2.37 -0.11 0.123
H 0.83 0.63 -1.43 0.066
H 2.10 0.19 1.47 -0.110
H 2.93 -0.39 -0.28 -0.118
H -2.75 -0.81 0.93 -0.094
H -0.81 -1.68 0.77 -0.149
H -1.87 -2.05 -2.02 -0.060
```

As for the orbital gap (spin up / spin down): 7.48 / 8.36 eV. For the relative energy (zero: lowest compared OMol25 entry of this formula, charge and spin), the calculation gives 6.736 eV. Its spin multiplicity is 1. The value obtained for the molar mass is 111.02 g/mol.

(3)
ORCA calculation (wB97M-V/def2-TZVPD) on 2 unconnected molecules or ions with the total composition H7N4OP.

Geometry as XYZ:
```
13
Properties=species:S:1:pos:R:3:lowdin_charge:R:1
H 3.04 2.27 -1.53 0.048
N 3.03 1.26 -1.50 -0.006
N 2.22 0.89 -0.72 -0.045
H 1.43 1.52 -0.61 0.046
N -1.69 0.78 0.70 -0.202
P -0.75 -0.59 1.16 0.666
N -0.14 -1.17 -0.35 -0.190
O -1.86 -1.85 1.33 -0.369
H -2.59 0.44 0.40 0.019
H -1.99 1.32 1.49 0.005
H 0.48 -0.46 -0.81 -0.007
H 0.40 -1.94 -0.13 -0.013
H -1.58 -2.45 0.57 0.048
```

As for the orbital gap: 8.97 eV. The SMILES is [H]/N=N\[H].NP(N)O. For the relative energy (zero: lowest compared OMol25 entry of this formula, charge and spin), the calculation gives 2.069 eV. Its spin multiplicity is 1. The value obtained for the molar mass is 110.06 g/mol.

(4)
ORCA calculation (wB97M-V/def2-TZVPD) on H7N5 in the gas phase.

Geometry as XYZ:
```
12
Properties=species:S:1:pos:R:3:lowdin_charge:R:1
N -1.12 1.88 0.50 -0.034
N 0.05 1.24 0.01 -0.199
N -0.17 -0.15 0.04 -0.157
N 0.98 -0.80 -0.47 -0.184
N 0.80 -2.20 -0.40 -0.029
H -1.05 2.89 0.37 0.071
H -1.91 1.60 -0.09 0.070
H 0.87 1.47 0.58 0.110
H -0.37 -0.45 1.00 0.108
H 1.14 -0.49 -1.44 0.115
H 0.95 -2.54 0.55 0.065
H -0.16 -2.44 -0.65 0.063
```

As for the orbital gap: 9.06 eV. The SMILES is NNNNN. For the relative energy (zero: lowest compared OMol25 entry of this formula, charge and spin), the calculation gives 0.692 eV. Its spin multiplicity is 1. The value obtained for the molar mass is 77.09 g/mol.

(5)
ORCA calculation (wB97M-V/def2-TZVPD) on 4 unconnected molecules or ions with the total composition H7O3S.

Geometry as XYZ:
```
11
Properties=species:S:1:pos:R:3:lowdin_charge:R:1
S -0.55 0.16 2.18 -0.314
H -1.12 1.41 2.28 -0.463
H 1.32 -2.24 -0.21 0.029
H 0.20 -2.21 -1.21 0.013
O 0.78 -2.82 -0.76 -0.070
H -3.27 -0.35 -0.73 0.021
H -2.01 -0.70 -0.04 -0.075
O -2.36 -0.62 -0.92 -0.111
H 2.64 1.92 -0.72 0.023
H 1.84 2.68 0.41 0.034
O 2.53 2.76 -0.27 -0.085
```

As for the orbital gap: 6.95 eV. The charge is -1. For the relative energy (zero: lowest compared OMol25 entry of this formula, charge and spin), the calculation gives 0.878 eV. Its spin multiplicity is 1. The value obtained for the molar mass is 87.12 g/mol.

(6)
ORCA calculation (wB97M-V/def2-TZVPD) on 4 unconnected molecules or ions with the total composition H7O3S.

Geometry as XYZ:
```
11
Properties=species:S:1:pos:R:3:lowdin_charge:R:1
S 0.32 -0.57 0.18 0.141
H -0.57 -1.32 -0.46 -0.354
H -0.48 1.85 0.53 -0.073
H -1.81 2.38 0.93 0.031
O -0.95 2.71 0.58 -0.143
H 1.06 -2.20 1.22 -0.163
H 0.29 -3.38 1.69 0.002
O 1.18 -3.00 1.83 -0.213
H -0.32 1.65 -2.06 0.056
H 0.69 0.49 -1.99 -0.076
O 0.61 1.39 -2.44 -0.209
```

As for the orbital gap: 7.93 eV. The charge is -1. For the relative energy (zero: lowest compared OMol25 entry of this formula, charge and spin), the calculation gives 0.464 eV. Its spin multiplicity is 1. The value obtained for the molar mass is 87.12 g/mol.